Entry 1:
Density functional theory data (the ωB97M-V functional and the def2-TZVPD basis) for a structure of composition C39H53AsIKN6O8PS.

Output
total charge	-1
HOMO	-0.1750	Eh
molar mass	1037.9	g/mol
ΔE to the lowest compared entry with this formula, charge and spin	66.38	kcal per mole
E_tot	-172015.4570	eV
gap between HOMO and LUMO	6.384	eV
LUMO level	0.05959	hartree
max |F|	0.78	eV/A

```
111
Properties=species:S:1:pos:R:3:mulliken_charge:R:1
K -0.16458 -0.18427 1.27132 1.08
O -1.20143 0.20375 6.21905 -0.65
As 0.13864 -0.07089 5.09074 0.63
O 1.52678 0.52230 5.74159 -0.88
O -0.30653 0.49225 3.61757 0.33
C 0.13302 -2.01954 5.07718 -0.26
C -1.04054 -2.67037 5.41519 -0.65
C -1.08897 -4.05909 5.49917 -0.75
C 0.05784 -4.80052 5.26360 -0.83
C 1.23505 -4.15111 4.90993 0.00
C 1.28276 -2.77270 4.79266 0.30
S 0.33185 -3.58815 1.75113 0.40
O 2.31751 -1.54374 2.97737 0.03
O 0.54539 -4.04333 0.38529 -0.53
O -0.61322 -2.48699 1.85985 -0.48
H -1.04311 1.01790 6.70707 0.30
H -1.92710 -2.08949 5.63636 0.48
H -2.01756 -4.54750 5.76651 0.39
H 0.04150 -5.88012 5.34392 0.38
H 2.13225 -4.72515 4.70235 0.49
C 0.51142 -3.20369 -3.05924 -1.03
C -0.76679 -3.83566 -2.56145 -0.37
O -1.58354 -2.83902 -1.96944 -0.01
C -2.75709 -3.38667 -1.39868 -0.80
C -3.22202 -2.50706 -0.26004 0.14
H 1.16628 -3.96546 -3.48697 0.45
H 1.03807 -2.73047 -2.22893 0.10
H 0.30914 -2.45689 -3.82683 0.25
H -0.53223 -4.59646 -1.81171 0.33
H -1.31066 -4.31301 -3.39090 0.34
H -2.53969 -4.39345 -1.02217 0.45
H -3.53181 -3.48544 -2.17345 0.28
H -2.49091 -2.52881 0.54780 -0.28
H -4.18794 -2.83602 0.13141 0.50
H -3.33779 -1.47388 -0.59672 -0.28
C -1.08232 3.83238 -0.07579 -1.76
C -2.29969 3.34073 0.70889 0.55
C -1.97716 3.27911 2.20413 -1.66
P -2.84274 1.67479 0.06420 0.68
C -4.40278 1.42879 1.06923 0.41
C -5.57710 0.80530 0.31743 -1.51
C -4.03067 0.52166 2.25206 -1.25
C -3.31147 2.12650 -1.68707 0.60
C -3.75819 0.90859 -2.49990 -1.41
C -4.26029 3.30719 -1.87798 -1.64
H -0.72641 4.77836 0.34339 0.46
H -1.30849 4.00897 -1.12885 0.39
H -0.26177 3.11197 -0.01141 0.23
H -3.12531 4.04795 0.57458 0.49
H -1.25492 2.49323 2.44896 0.35
H -2.86832 3.09926 2.80608 0.35
H -1.55866 4.23488 2.53284 0.48
H -4.72175 2.40730 1.44521 0.54
H -5.29658 -0.15569 -0.11920 0.12
H -5.95861 1.44542 -0.47719 0.32
H -6.39715 0.61684 1.01598 0.49
H -3.86544 -0.50017 1.89970 0.17
H -4.84298 0.49777 2.98360 0.47
H -3.11806 0.82908 2.76313 0.10
H -2.33188 2.41547 -2.08484 0.08
H -4.76822 0.59335 -2.23934 0.34
H -3.09505 0.05541 -2.34386 0.00
H -3.75655 1.15000 -3.56630 0.46
H -5.23983 3.11018 -1.43762 0.18
H -4.41204 3.50369 -2.94331 0.49
H -3.87090 4.22021 -1.42651 0.36
N 2.59764 1.51465 3.33051 -0.17
C 1.91244 2.29679 2.48806 0.23
O 1.63097 1.96922 1.33307 -0.38
C 1.56636 3.71432 2.91494 -0.68
I 0.80486 3.97944 4.88664 0.01
H 2.66092 0.54576 3.02972 0.17
H 2.38852 1.56575 4.33212 0.30
H 0.82601 4.09682 2.22180 -0.03
H 2.46010 4.33170 2.86650 0.56
N 3.71887 2.16791 -5.24632 0.05
C 3.96548 2.38256 -6.58068 0.69
C 5.00358 3.00618 -7.26351 -1.02
C 4.91420 3.03125 -8.64257 -0.38
C 3.82883 2.45454 -9.31736 -0.47
C 2.79959 1.83614 -8.63414 -0.77
C 2.86898 1.80127 -7.24244 0.50
N 1.99414 1.26068 -6.32303 -0.65
C 2.52435 1.49438 -5.15386 -0.10
C 1.93542 1.10198 -3.87200 1.37
C 0.65145 0.57200 -3.83524 -0.61
C 0.11377 0.21443 -2.60913 -0.82
N 0.75414 0.37022 -1.45309 0.68
C 1.98835 0.86854 -1.48893 -0.99
C 2.61804 1.23934 -2.66641 -1.03
H 4.28028 2.47620 -4.47326 0.17
H 5.84373 3.45077 -6.74529 0.38
H 5.70005 3.50569 -9.21604 0.37
H 3.80321 2.49782 -10.39871 0.37
H 1.96007 1.38865 -9.14933 0.43
H 0.09155 0.43583 -4.74987 0.56
H -0.87335 -0.23149 -2.55052 0.43
H 2.47992 0.99472 -0.53238 0.49
H 3.62994 1.62098 -2.61029 0.27
N 4.79636 -2.88334 6.84522 -0.73
C 4.36325 -2.82776 5.77737 -0.25
C 3.84282 -2.78240 4.45367 -0.97
C 4.61491 -3.28975 3.46031 0.25
C 4.30043 -3.44537 2.07902 -1.15
C 3.11374 -3.13859 1.47222 -0.36
N 2.06424 -2.41868 1.89595 -0.06
C 2.53154 -2.06135 4.30902 0.81
H 5.58038 -3.68019 3.76326 0.44
H 5.02520 -3.97821 1.47787 0.30
H 2.92305 -3.54402 0.48373 0.34
H 2.61905 -1.14517 4.90261 0.70
```

***

Entry 2:
Density functional theory data (the ωB97M-V functional and the def2-TZVPD basis) for a structure of composition C39H53BMgN10O3S4 at a distorted geometry.

Output
total charge	0
HOMO	-0.2275	Eh
molar mass	873.3	g/mol
ΔE to the lowest compared entry with this formula, charge and spin	13.15	kcal per mole
E_tot	-111818.3659	eV
gap between HOMO and LUMO	6.068	eV
LUMO level	-0.00452	hartree
max |F|	1.45	eV/A

```
111
Properties=species:S:1:pos:R:3:mulliken_charge:R:1
Mg 0.09707 0.06997 -0.76634 1.30
C -3.58940 -2.28753 5.05927 -2.29
C -3.30390 -2.54630 3.58145 1.44
C -3.80342 -1.34390 2.77247 -1.46
C -4.02870 -3.83896 3.18969 -1.69
N -1.83834 -2.68886 3.39844 0.54
C -0.92710 -2.55943 4.43248 0.24
C 0.29698 -2.70701 3.91218 -1.84
N 0.18561 -2.90454 2.54949 0.03
B 1.53624 -2.94200 1.77833 0.39
N 2.30331 -1.62351 2.06618 0.22
C 3.65154 -1.65194 2.31990 -1.56
C 4.05613 -0.39908 2.57268 -0.30
N 2.94442 0.42799 2.49061 0.42
C 1.86713 -0.34884 2.14287 0.02
S 0.25596 0.12658 1.84758 -0.30
C 3.12840 1.89675 2.62624 1.73
C 4.17899 2.14142 3.71854 -1.86
C 1.86444 2.65113 3.03638 -1.84
C 3.63901 2.40816 1.27564 -1.22
N 1.52750 -3.28593 0.26434 1.10
C 1.19209 -4.57642 -0.08056 -1.63
C 1.52198 -4.77237 -1.36505 -0.25
N 2.09838 -3.60219 -1.83449 0.40
C 2.03778 -2.67505 -0.83451 0.15
S 2.56696 -1.04181 -0.93388 -0.39
C 2.69455 -3.47885 -3.19459 1.44
C 4.15845 -3.03155 -3.10897 -1.68
C 1.88275 -2.51318 -4.05548 -1.29
C 2.68485 -4.85449 -3.86582 -2.27
C -1.14122 -2.91684 2.22401 0.22
S -1.79530 -3.13501 0.68959 -0.37
H -4.66758 -2.20025 5.18719 0.45
H -3.13307 -1.35734 5.40315 0.44
H -3.24227 -3.11366 5.68209 0.54
H -4.87400 -1.20391 2.93692 0.54
H -3.62417 -1.50681 1.71170 0.16
H -3.27536 -0.43857 3.08286 0.37
H -5.10211 -3.72603 3.35555 0.46
H -3.66592 -4.67002 3.79880 0.41
H -3.85596 -4.07115 2.14452 0.32
H -1.21159 -2.37662 5.45110 0.56
H 1.25892 -2.67306 4.39448 0.54
H 2.19816 -3.80563 2.30671 -0.21
H 4.20976 -2.57050 2.29842 0.61
H 5.04257 -0.03386 2.78706 0.49
H 3.95333 1.55431 4.60947 0.41
H 4.16857 3.19552 3.99318 0.48
H 5.18824 1.90015 3.38480 0.41
H 1.41474 2.20342 3.92248 0.38
H 1.12208 2.63336 2.24693 0.06
H 2.13952 3.68372 3.26555 0.58
H 4.55665 1.88827 0.99596 0.37
H 3.84611 3.47963 1.32176 0.47
H 2.89029 2.21440 0.50545 -0.02
H 0.75465 -5.25669 0.62706 0.63
H 1.38350 -5.64803 -1.96634 0.55
H 4.24543 -2.06471 -2.62656 0.28
H 4.55622 -2.95794 -4.12282 0.50
H 4.75482 -3.75843 -2.55242 0.38
H 2.01223 -1.49076 -3.70814 0.14
H 0.82159 -2.74898 -4.00567 0.18
H 2.21657 -2.58634 -5.09341 0.57
H 3.19342 -5.59829 -3.25088 0.53
H 3.21652 -4.77227 -4.81243 0.45
H 1.66766 -5.18610 -4.07668 0.46
O -1.68591 -2.27194 -3.30338 -0.83
C -1.38642 -1.52714 -2.37386 0.16
O -0.29265 -1.46841 -1.73936 0.38
C -2.43657 -0.51806 -1.91054 -0.18
C -3.66512 -0.42801 -2.60034 -0.99
C -4.56331 0.52383 -2.22130 -1.37
C -4.27707 1.33776 -1.09740 1.52
C -5.17836 2.30762 -0.60712 -0.83
C -4.87222 3.04052 0.50657 -0.88
C -3.65325 2.82527 1.17808 -0.72
C -2.74863 1.90828 0.71770 -0.19
C -3.03367 1.15222 -0.44136 -0.57
N -2.11531 0.25993 -0.90176 1.35
H -3.82721 -1.11224 -3.42042 0.67
H -5.49970 0.66172 -2.74964 0.45
H -6.12320 2.44695 -1.11933 0.43
H -5.57086 3.77505 0.88561 0.41
H -3.43743 3.39755 2.07211 0.53
H -1.80439 1.73299 1.22198 0.20
O 0.45683 2.20242 -0.46753 -0.49
S 0.59950 3.45860 -1.27855 0.52
C 1.18759 4.74152 -0.09925 -0.02
C 0.20751 5.90215 -0.16506 -0.96
C -1.16835 5.25514 -0.28062 -0.43
C -1.04604 4.26342 -1.42483 -0.20
H 2.20956 5.01064 -0.36117 0.57
H 1.17842 4.24937 0.87243 -0.41
H 0.40726 6.51712 -1.04623 0.35
H 0.29275 6.54124 0.71452 0.43
H -1.95743 5.98520 -0.46369 0.47
H -1.40055 4.71911 0.64168 0.05
H -1.04291 4.75963 -2.39828 0.57
H -1.79982 3.47991 -1.41281 -0.29
N -1.38742 3.35302 -5.25216 -0.44
C -0.40548 2.58947 -4.67433 0.46
C -0.67102 1.73189 -3.59597 -0.30
N 0.29463 1.06426 -2.98876 0.41
C 1.53940 1.20951 -3.44915 -0.64
C 1.78972 2.04268 -4.52651 -0.76
N 0.83424 2.73832 -5.13433 -0.69
H -2.33876 3.03694 -5.17885 0.23
H -1.13101 3.76936 -6.13242 0.28
H -1.68507 1.59177 -3.23432 -0.14
H 2.31478 0.64932 -2.94165 0.54
H 2.79029 2.16078 -4.92493 0.41
```